The ion C11H16IN2 with charge +1 in a non-equilibrium geometry, computed with ωB97M-V/def2-TZVPD.

Calculated values
Orbital gap = 9.50 eV
SMILES string = CN[C@]1(I)Cc2ccccc2[C@@H]1[NH2+]C
Energy = -22739.170 eV
E_LUMO = -2.85 eV
HOMO = -12.35 eV
ΔE to the lowest compared entry with this formula, charge and spin = 2.8 kcal per mole
Net charge = +1

Positions of all 30 atoms, in Å:
1 C 2.126 0.571 -2.870
2 N 1.893 0.038 -1.514
3 C 0.666 -0.570 -1.103
4 I 0.518 -2.665 -1.698
5 C -0.659 0.356 -1.558
6 C -1.550 -0.080 -0.411
7 C -2.904 -0.005 -0.394
8 C -3.516 -0.313 0.858
9 C -2.861 -0.721 1.987
10 C -1.462 -0.953 1.911
11 C -0.864 -0.590 0.739
12 C 0.548 -0.490 0.463
13 N 1.188 0.878 0.900
14 C 1.890 0.567 2.194
15 H 2.113 1.678 -3.025
16 H 3.068 0.277 -3.197
17 H 1.464 0.179 -3.508
18 H 2.733 -0.444 -1.328
19 H -1.113 -0.012 -2.465
20 H -0.478 1.350 -1.334
21 H -3.519 0.307 -1.171
22 H -4.575 -0.193 0.992
23 H -3.385 -0.874 2.966
24 H -1.045 -1.258 2.784
25 H 1.027 -1.354 0.778
26 H 1.981 1.142 0.287
27 H 0.421 1.508 1.006
28 H 2.753 -0.060 2.164
29 H 2.233 1.497 2.489
30 H 1.307 0.235 3.057

Atom charges from the Mulliken analysis, given in e for atoms 1 to 4: C -1.171; N -0.323; C -0.399; I 0.199